The following is a quantum chemistry calculation of a 12-piece molecular cluster, C56H124O32P4S8 overall at a distorted geometry, from the OMol25 dataset.

Each line ends with the Löwdin charge.
Element x y z (Å)
S: 5.2029 10.2134 -24.1109  0.69
S: 0.6985 7.4647 -22.6066  0.72
S: 2.7554 4.8864 -25.9892  0.70
S: 9.7883 12.2570 -20.2760  0.70
S: 2.4802 9.2027 -30.3779  0.73
S: 4.3569 10.6242 -17.8852  0.70
S: 3.4709 12.6786 -21.6059  0.70
S: 8.0076 6.2100 -28.5997  0.69
P: 10.9614 12.8509 -27.6322  0.43
P: 12.7599 8.9256 -23.7078  0.45
P: 9.6150 4.0100 -20.4485  0.42
P: 1.3289 11.6243 -26.5590  0.46
O: 4.8681 12.9837 -21.3145  -0.34
O: 1.3375 9.6778 -29.6169  -0.31
O: 1.9164 7.1338 -23.3369  -0.35
O: 7.0638 6.7182 -27.6430  -0.32
O: 2.8273 11.3773 -27.1270  -0.21
O: 1.0538 10.2845 -25.7123  -0.17
O: 12.0775 10.2708 -24.2357  -0.19
O: 11.4185 13.3801 -26.1942  -0.17
O: 11.9917 13.5141 -28.6507  -0.16
O: 12.3109 8.3703 -22.4252  -0.21
O: 1.1527 12.8741 -25.8274  -0.21
O: 2.5323 5.6641 -27.1789  -0.31
O: 12.4440 7.9017 -24.9221  -0.18
O: 6.4085 10.9751 -23.8469  -0.31
O: 1.6631 4.2767 -25.2587  -0.31
O: 14.3288 9.1825 -23.8269  -0.17
O: 9.7361 3.4765 -21.9628  -0.18
O: 2.4900 9.2186 -31.8348  -0.33
O: 3.8739 11.9583 -18.2106  -0.34
O: 3.4904 9.4870 -17.6910  -0.32
O: 9.8341 10.9174 -19.7359  -0.33
O: 10.0623 13.3455 -19.3846  -0.32
O: 0.3769 11.4362 -27.8320  -0.17
O: 9.6141 13.6403 -27.9685  -0.17
O: 10.9259 11.3800 -27.7369  -0.22
O: -0.5643 6.7988 -22.8069  -0.32
O: 10.8836 3.9587 -19.7059  -0.22
O: 8.4164 3.1998 -19.7916  -0.19
O: 8.9395 5.4519 -20.6014  -0.17
O: 9.1866 6.9313 -29.0113  -0.31
O: 3.8707 10.7438 -24.1869  -0.32
O: 3.0241 11.3037 -21.6250  -0.33
C: 5.1832 8.8286 -22.9405  -0.17
C: 13.7295 13.1742 -25.6568  -0.04
C: 3.9217 5.7461 -24.8990  -0.22
C: 2.4929 13.6774 -20.4589  -0.22
C: 7.6026 3.5013 -28.8569  -0.19
C: 8.1690 13.0263 -26.1003  -0.06
C: 5.1269 3.7237 -25.4508  -0.21
C: 2.8987 13.4730 -23.1642  -0.21
C: 9.5796 12.5470 -22.9230  -0.27
C: 9.0362 2.5133 -23.9972  -0.07
C: -0.1163 13.7213 -28.7181  -0.06
C: 6.3345 7.9760 -23.4696  -0.22
C: 3.9254 3.5179 -26.3517  -0.20
C: 8.0947 12.5483 -20.9694  -0.20
C: 6.5424 4.2803 -29.6682  -0.21
C: 5.7432 10.3426 -19.0234  -0.20
C: 9.1074 6.6114 -22.6918  -0.05
C: 10.6597 12.4382 -21.8556  -0.22
C: 3.6661 12.5152 -27.3079  -0.25
C: 9.8426 10.7260 -24.8664  -0.05
C: 0.4536 9.2828 -22.7458  -0.21
C: 4.6218 12.3699 -28.4887  -0.08
C: 2.0948 14.6928 -22.7082  -0.20
C: 12.3336 12.6274 -25.3959  -0.25
C: 1.4179 14.3231 -21.3811  -0.21
C: 12.7675 8.2229 -26.2632  -0.28
C: 6.6487 9.8748 -16.7678  -0.23
C: 10.8512 10.8091 -23.7368  -0.34
C: 6.4185 8.0207 -25.0129  -0.19
C: 4.9073 8.9309 -29.3069  -0.22
C: 15.1667 8.0943 -23.4516  -0.28
C: 8.4387 4.5028 -28.0520  -0.19
C: 8.3203 13.2049 -22.3328  -0.17
C: 7.1190 5.6186 -30.0601  -0.22
C: 13.0412 15.3792 -29.8048  -0.07
C: 5.5056 9.1351 -25.5667  -0.17
C: 8.3376 2.3627 -17.4803  -0.06
C: 0.3421 9.7971 -21.3397  -0.21
C: 9.6347 6.5015 -21.2616  -0.24
C: 5.4749 10.7726 -16.4476  -0.23
C: 8.6048 2.0658 -18.9421  -0.27
C: 4.0908 7.8408 -28.7012  -0.23
C: 12.1614 14.9302 -28.6557  -0.29
C: 2.9915 7.5793 -29.7664  -0.19
C: 0.1030 8.3144 -26.7460  -0.04
C: 1.3557 8.9942 -26.2859  -0.27
C: 8.6396 2.7561 -22.5264  -0.28
C: 11.8408 7.4205 -27.1744  -0.07
C: 0.4556 12.3179 -28.9300  -0.29
C: 7.0309 10.0348 -18.2528  -0.19
C: 3.9775 10.0674 -29.7300  -0.22
C: 5.3007 5.2428 -25.3116  -0.24
C: 16.4674 8.1347 -24.2354  -0.07
C: 1.3270 8.9487 -20.5128  -0.23
C: 8.3389 13.1297 -27.6052  -0.25
C: 1.0058 7.4947 -20.8012  -0.21
H: 17.2117 7.4614 -23.8087  0.08
H: 6.0374 3.2019 -25.7543  0.10
H: 10.2969 11.0873 -25.7852  0.06
H: 8.2610 3.0287 -29.5873  0.11
H: 4.6009 6.9059 -28.4632  0.09
H: 4.2406 8.3191 -23.1488  0.09
H: 6.2633 3.7467 -30.5763  0.12
H: -0.6773 9.6220 -20.9902  0.12
H: 4.9588 3.3008 -24.4546  0.12
H: 9.6216 1.6975 -19.1052  0.12
H: 0.6088 10.8506 -21.3264  0.10
H: 3.7209 13.6476 -23.8485  0.10
H: 5.2984 9.3135 -21.9770  0.09
H: 0.1383 14.1146 -27.7342  0.06
H: 7.4427 10.1581 -16.0775  0.12
H: 10.8095 7.6609 -26.9359  0.07
H: 8.2094 12.1553 -28.0903  0.12
H: 0.0666 7.2410 -20.3051  0.10
H: 4.2098 3.5754 -27.4060  0.08
H: 7.2045 2.7092 -28.2273  0.11
H: 14.5506 12.7352 -25.0886  0.08
H: 14.7452 7.1006 -23.6256  0.12
H: 10.5138 10.2812 -22.8414  0.13
H: 4.3569 10.8482 -30.3813  0.10
H: 13.0848 16.4643 -29.7319  0.08
H: 9.2999 11.5476 -23.2685  0.07
H: 1.3145 9.7102 -23.2597  0.08
H: 2.3747 9.1978 -20.6744  0.09
H: 5.9938 7.0980 -25.4096  0.03
H: 12.6561 9.2810 -26.5164  0.11
H: 11.2889 13.3153 -21.7055  0.13
H: 12.1282 6.3684 -27.1484  0.08
H: 4.5209 8.8234 -25.9169  0.08
H: 3.7436 5.3686 -23.8905  0.11
H: 12.6150 15.0436 -30.7528  0.08
H: 0.2941 7.3442 -27.2064  0.08
H: 7.4634 13.0978 -20.2780  0.10
H: 3.6820 6.8054 -24.8474  0.07
H: 10.0628 2.1522 -24.0504  0.08
H: 7.5902 13.7744 -28.0663  0.11
H: 5.3332 13.1922 -28.3955  0.08
H: -0.5925 8.1612 -25.9225  0.08
H: 5.4764 8.5822 -30.1740  0.12
H: 0.9250 15.1244 -20.8323  0.11
H: 12.0779 12.7024 -24.3385  0.11
H: 7.6839 11.5476 -21.1207  0.09
H: 6.4442 6.4271 -30.3401  0.09
H: 9.9684 13.0264 -23.8212  0.12
H: 9.6465 7.3951 -23.2227  0.07
H: 5.6383 4.3872 -29.0636  0.10
H: 9.4966 4.3701 -28.2749  0.10
H: 7.6949 3.3000 -22.4825  0.11
H: 3.4420 7.1239 -30.6479  0.10
H: 0.1705 14.4199 -29.5005  0.08
H: 4.9306 10.5663 -15.5302  0.11
H: 9.0780 3.5096 -24.4441  0.06
H: 7.5064 12.9701 -23.0152  0.09
H: 9.5539 7.4402 -20.7117  0.12
H: 7.8164 10.7839 -18.3528  0.09
H: 7.2242 8.4582 -23.0532  0.10
H: 2.1411 9.0958 -27.0406  0.08
H: 8.7984 12.3187 -25.5638  0.01
H: 16.2824 7.6995 -25.2224  0.07
H: 9.1089 3.0437 -17.1203  0.08
H: 8.3435 4.5319 -26.9671  0.09
H: 15.3552 8.1364 -22.3769  0.12
H: 9.1619 5.6522 -23.2049  0.07
H: 7.3578 2.8289 -17.3791  0.08
H: -1.2064 13.6346 -28.7172  0.08
H: 4.1060 12.4495 -29.4413  0.08
H: 2.0700 7.0995 -29.4449  0.10
H: 12.0358 7.6813 -28.2176  0.08
H: 10.9969 11.8467 -23.4215  0.01
H: -0.2945 8.9574 -27.5336  0.07
H: 9.5399 9.6751 -24.8647  0.11
H: 10.7109 6.2963 -21.2830  0.11
H: 8.4678 1.7785 -22.0726  0.11
H: 16.8871 9.1274 -24.3840  0.08
H: 5.5094 9.6241 -19.8066  0.09
H: 0.6529 13.5473 -21.4794  0.11
H: 4.1297 12.7860 -26.3578  0.11
H: 2.2092 12.7249 -23.5490  0.07
H: 3.3893 2.5727 -26.2867  0.10
H: 11.3051 11.5626 -21.9209  0.10
H: 7.4396 8.1695 -25.3445  0.11
H: 3.5634 10.5328 -28.8313  0.05
H: 8.3692 1.4599 -16.8731  0.08
H: 11.2603 15.5478 -28.6629  0.12
H: 5.8456 11.3163 -19.5017  0.07
H: 8.3962 14.2752 -22.1374  0.12
H: 13.7418 14.2579 -25.5334  0.08
H: 8.9322 11.2916 -24.6496  0.04
H: 14.0323 14.9250 -29.7968  0.08
H: 5.8884 11.7837 -16.4391  0.11
H: 7.8271 5.4684 -30.8761  0.12
H: 7.1200 12.8338 -25.8650  0.08
H: 3.1159 14.4648 -20.0365  0.10
H: 8.3673 1.8183 -24.4987  0.07
H: 1.3527 15.0398 -23.4242  0.11
H: 8.0332 6.8058 -22.6344  0.03
H: 5.1810 11.4409 -28.3573  0.06
H: 13.8140 7.9902 -26.4830  0.11
H: 5.6565 9.2643 -28.5820  0.10
H: 2.7989 15.5129 -22.5453  0.12
H: 3.6652 8.0385 -27.7132  0.08
H: 12.2818 11.5722 -25.6757  0.09
H: -0.4541 9.4607 -23.3206  0.11
H: 1.8989 8.4399 -25.5090  0.10
H: 8.4096 13.9830 -25.6253  0.10
H: 6.0311 5.3914 -24.5149  0.11
H: 12.6623 15.2009 -27.7197  0.11
H: 5.6213 5.6914 -26.2528  0.08
H: 7.9518 1.2834 -19.3364  0.12
H: 2.1061 13.1093 -19.6178  0.09
H: 1.5147 12.4191 -29.2103  0.10
H: 7.6015 9.1487 -18.5346  0.11
H: 6.3268 8.8482 -16.5711  0.12
H: 0.0569 11.9105 -29.8591  0.12
H: 1.7058 6.7573 -20.4139  0.11
H: 3.0846 13.4034 -27.5852  0.12
H: 6.2713 6.9652 -23.0738  0.10
H: 1.1636 9.2013 -19.4624  0.11
H: 14.0083 12.9899 -26.6981  0.08
H: 5.9441 9.6964 -26.3921  0.09

Force components x, y, z for each atom (eV/Å):
S -0.103 -2.193 -0.389
S 0.042 1.310 1.002
S 0.536 -1.639 1.004
S -2.498 0.278 -0.033
S 1.222 0.512 -0.087
S 1.792 1.159 0.669
S 0.672 0.941 0.376
S 0.841 -2.180 -1.200
P 0.317 -0.274 -0.451
P -0.704 -1.034 -0.867
P 0.333 0.580 0.631
P -0.248 -1.747 -0.130
O -0.419 -0.457 -0.507
O 0.405 -0.467 -0.718
O -0.550 -0.317 0.214
O -0.213 0.652 0.114
O -0.584 0.238 0.104
O 0.164 1.509 -0.865
O 1.478 -1.282 1.049
O -1.126 0.387 -0.216
O -0.889 -0.111 -0.002
O -0.067 0.449 -0.397
O 0.132 0.115 0.245
O -0.140 0.309 -0.182
O 0.153 0.489 1.239
O -0.392 0.446 -0.160
O 0.383 0.821 -0.439
O -0.908 0.569 -0.351
O -0.366 -0.289 0.887
O -0.324 -0.064 0.847
O -0.677 -0.877 0.139
O -0.027 0.235 -0.381
O 0.483 -0.082 -0.507
O 0.708 0.579 0.221
O -0.292 -0.110 0.837
O 1.176 0.098 0.127
O -0.058 0.806 -0.132
O 0.367 -0.299 -0.525
O -0.519 -0.052 -0.621
O -0.281 0.804 -0.348
O -0.395 -1.000 0.760
O -0.495 0.208 0.460
O 0.226 1.082 -0.352
O 0.141 0.123 0.411
C -0.007 0.335 -1.806
C 0.290 0.143 -0.604
C -0.206 -0.372 0.623
C -0.528 0.781 -0.656
C 0.319 0.473 -0.403
C -0.404 1.075 0.202
C -0.061 -0.209 0.487
C -0.873 -0.437 0.914
C -1.569 1.597 1.746
C 0.231 0.840 0.792
C -0.865 -0.668 0.770
C 0.333 1.172 0.801
C -0.094 -0.153 -0.916
C 0.678 -0.962 -0.500
C -0.817 -0.286 0.407
C 0.484 0.136 -0.800
C -0.550 -0.150 0.793
C 0.034 0.711 2.714
C -0.249 1.530 -0.613
C 0.059 -1.438 0.274
C -0.085 -0.467 -0.660
C 0.655 0.389 1.610
C 0.253 0.275 0.484
C 1.532 -0.226 -0.526
C 0.200 -1.004 1.028
C -0.030 -0.057 -1.388
C -0.456 -0.548 0.519
C 0.485 -1.059 -1.619
C -1.218 0.079 -0.135
C 1.248 0.904 0.020
C 1.305 -0.702 0.638
C 0.644 0.726 0.018
C 0.196 -0.013 0.521
C 0.324 0.531 0.125
C -0.297 -0.773 -0.189
C 0.303 0.726 0.622
C 0.131 0.441 -0.418
C 0.570 -0.523 0.062
C 1.175 0.064 -1.186
C -0.061 0.482 -0.621
C 0.585 -0.920 -0.226
C -1.538 -1.348 -0.173
C 1.190 0.980 0.568
C -0.139 0.430 0.182
C 0.040 0.165 -0.631
C 1.245 -0.601 0.549
C 0.176 -0.792 -1.581
C 1.081 0.279 -0.250
C 1.512 1.471 -1.286
C 0.400 -0.302 1.064
C -1.417 -1.112 0.415
C -0.249 -0.905 -0.031
C -0.198 -0.408 -0.731
C -0.180 0.619 0.955
C -0.349 -0.960 0.297
C -0.319 0.046 0.218
H -0.019 0.201 0.348
H -0.062 0.207 -0.534
H -0.263 -0.666 -0.084
H 0.087 -0.107 0.143
H 0.408 0.063 -0.547
H -0.300 0.294 0.630
H -0.056 -0.146 0.116
H 0.039 0.220 0.234
H -0.351 0.131 0.017
H 0.036 0.047 0.292
H -0.154 0.024 0.218
H 0.089 -0.007 0.104
H -0.166 -0.444 0.263
H 0.272 0.080 -0.110
H 0.238 -0.352 -0.172
H -0.104 -0.406 -0.044
H 0.099 -0.047 0.144
H -0.224 0.011 -0.422
H 0.027 0.396 0.026
H -0.265 0.091 -0.044
H -0.375 -0.102 0.401
H -0.589 0.279 -0.115
H 0.265 -0.465 -0.204
H -0.018 -0.600 -0.371
H 0.237 0.013 -0.340
H -0.726 1.326 1.740
H 0.048 -0.167 -0.033
H -0.082 0.052 -0.480
H 0.889 0.809 0.082
H -0.238 0.115 0.469
H -0.122 0.198 -0.220
H -0.588 -0.163 0.475
H -0.018 -0.203 0.305
H -0.362 -0.034 -0.054
H -0.208 0.393 -0.033
H 0.263 -0.018 0.152
H 0.196 0.100 0.091
H 0.223 0.048 -0.437
H -0.076 -0.286 0.131
H 0.214 0.278 0.186
H -0.020 0.105 -0.102
H -0.085 0.163 -0.040
H -0.080 -0.148 -0.005
H 0.156 0.316 -0.303
H -0.029 0.507 -0.486
H -0.071 -0.009 0.098
H -0.300 -0.263 -0.011
H -0.426 0.627 0.134
H -0.102 -0.038 -0.175
H -0.032 0.190 -0.078
H 0.026 0.163 0.060
H 0.095 0.274 0.188
H -0.164 -0.320 0.057
H 0.162 -0.138 -0.090
H 0.007 -0.110 -0.025
H -0.275 -0.191 -0.497
H -0.282 0.324 0.184
H -0.442 -0.172 0.130
H -0.492 0.501 -0.108
H 0.027 -0.348 -0.153
H -0.621 0.234 -0.388
H -0.528 0.601 -1.304
H -0.011 0.297 -0.120
H -0.111 0.070 0.103
H -0.329 -0.274 -0.016
H -0.096 0.272 -0.022
H 0.549 0.000 -0.093
H 0.014 0.009 0.110
H -0.019 0.182 -0.085
H 0.159 0.032 0.204
H 0.217 -0.328 0.094
H -0.175 0.373 0.068
H 1.495 -2.448 -2.049
H -0.465 -0.129 0.158
H 0.019 -0.082 -0.857
H -0.087 -0.080 0.052
H 0.264 0.162 0.510
H -0.045 0.054 0.276
H -0.256 -0.152 0.226
H -0.116 0.118 -0.595
H 0.342 -0.396 -0.046
H 0.192 -0.041 -0.365
H -0.071 0.094 0.498
H -0.089 0.550 0.839
H 0.065 -0.206 -0.081
H 0.000 -0.426 -0.465
H -0.004 -0.112 -0.124
H -0.486 -0.740 -0.160
H -0.236 -0.044 -0.142
H 0.168 0.106 -0.514
H 0.025 0.003 0.226
H 0.485 -1.221 -0.290
H 0.082 0.203 0.385
H -0.617 0.231 -0.030
H 0.261 0.266 0.175
H 0.021 -0.231 0.045
H 0.405 -0.194 -0.201
H -0.110 0.170 -0.114
H 0.127 -0.253 -0.276
H 0.688 0.156 0.002
H 0.184 0.310 -0.417
H 0.022 -0.181 0.250
H 0.024 0.209 -0.155
H -0.124 0.147 0.122
H -0.182 0.648 -0.345
H 0.045 0.630 -0.074
H 0.109 -0.185 -0.207
H -0.497 0.047 0.263
H -0.131 0.212 -0.226
H 0.008 0.346 -0.214
H -0.002 -0.067 0.028
H 0.133 -0.297 0.037
H -0.206 0.144 0.117
H 0.005 -0.371 -0.259
H 0.097 0.016 0.221
H -0.582 -0.256 -0.408
H 0.340 -0.081 0.015
H -0.496 -0.664 0.581
H 0.408 0.081 -0.574
H -0.386 -0.179 0.385
H -0.086 0.000 -0.082
H 0.063 -0.350 0.099
H -0.175 -0.003 -0.084
H 0.174 0.195 0.243

## Properties
**Largest force on an atom**: 3.526 eV Å⁻¹
**SMILES**: CCOP(=O)(OCC)OCC.CCOP(=O)(OCC)OCC.CCOP(=O)(OCC)OCC.CCOP(=O)(OCC)OCC.O=S1(=O)CCCC1.O=S1(=O)CCCC1.O=S1(=O)CCCC1.O=S1(=O)CCCC1.O=S1(=O)CCCC1.O=S1(=O)CCCC1.O=S1(=O)CCCC1.O=S1(=O)CCCC1
**Lowest unoccupied orbital energy**: 0.032 eV
**Total energy**: -9166.9084 Eh
**Total charge**: 0
**ΔE to the lowest compared entry with this formula, charge and spin**: 0.000 eV